(1)
{"formula": "C7H16NO3P", "method": "ωB97M-V with the def2-TZVPD basis set", "largest_force_ev_per_a": 5.39, "homo_ev": -8.03, "lumo_ev": 0.1, "total_energy_ha": -898.02367, "e_above_lowest_ev": 4.215, "mol_weight_g_mol": 193.2, "orbital_gap_ev": 8.144, "elements": ["C", "C", "C", "C", "C", "C", "C", "N", "O", "O", "O", "P", "H", "H", "H", "H", "H", "H", "H", "H", "H", "H", "H", "H", "H", "H", "H", "H"], "coordinates": [[2.473914, 1.710279, -0.237919], [-0.885823, 1.509205, 0.732253], [-2.143988, 0.380942, -0.877809], [-1.403242, -0.809921, 0.952778], [2.681419, 0.164704, -0.645618], [0.156157, -0.036968, -0.817374], [1.547126, -0.614860, -0.055442], [-1.090627, 0.273569, 0.048481], [2.654253, 1.968600, 0.959782], [2.077248, 2.472633, -1.138472], [1.525070, -0.422094, 1.408988], [1.549715, -2.445820, -0.365826], [-0.097482, 1.340365, 1.543643], [-0.293797, 2.092336, 0.068657], [-1.716736, 1.894178, 1.189860], [-2.109175, -0.364932, -1.628068], [-3.144612, 0.284420, -0.419223], [-2.279759, 1.403646, -1.386499], [-1.655438, -1.767020, 0.513020], [-0.609308, -1.209716, 1.574262], [-2.242300, -0.596611, 1.600150], [3.646963, -0.216312, -0.373639], [2.615912, 0.285837, -1.785990], [0.434904, 0.952729, -1.352953], [-0.119746, -0.651688, -1.736184], [2.224349, 0.225222, 1.622067], [2.799462, -2.697614, 0.210532], [2.102693, -2.273557, -1.657184]], "forces_ev_per_a": [[0.18, -0.53, -0.36], [4.75, -0.14, 2.04], [-4.25, 2.57, -2.09], [-0.27, -2.67, 1.76], [-0.63, 2.29, -2.30], [2.04, 0.88, -1.13], [-1.77, 0.89, 0.88], [2.01, -2.10, -0.94], [0.19, -0.16, 1.00], [-0.20, -0.33, -0.17], [-0.48, -0.93, -1.61], [-0.09, -0.03, -0.11], [-1.15, -0.06, -0.89], [-0.30, 1.40, -0.58], [-2.29, 1.00, 0.56], [0.21, -0.72, -0.64], [0.57, -0.16, 0.38], [1.09, -1.40, 0.73], [-0.39, 0.23, -1.30], [0.69, 1.22, 0.14], [-0.18, 0.65, 0.04], [0.42, -0.24, 0.31], [0.08, -0.90, 1.50], [-0.37, -1.23, 1.30], [0.08, 0.07, 1.74], [-0.08, 0.66, -0.31], [0.26, -0.03, 0.16], [-0.13, -0.23, -0.11]]}

---

(2)
{"formula": "C7H16O", "method": "ωB97M-V with the def2-TZVPD basis set", "largest_force_ev_per_a": 0.70, "homo_ev": -9.02, "lumo_ev": 0.8, "total_energy_ha": -351.52258, "e_above_lowest_ev": 0.854, "mol_weight_g_mol": 116.2, "orbital_gap_ev": 9.794, "elements": ["C", "C", "O", "C", "H", "H", "H", "H", "H", "H", "C", "C", "C", "C", "H", "H", "H", "H", "H", "H", "H", "H", "H", "H"], "coordinates": [[-2.446564, 3.676284, -0.320156], [-1.570702, 2.738511, -0.006292], [-0.256198, 3.086617, 0.212431], [-1.833631, 1.274686, 0.062978], [-3.448182, 3.412541, -0.627098], [-2.175567, 4.720237, -0.331372], [0.102235, 2.534379, 0.915329], [-2.809515, 0.971582, -0.320389], [-1.082141, 0.725924, -0.509766], [-1.771558, 0.881996, 1.084112], [0.018672, -2.221361, 0.608311], [1.379241, -2.083028, -0.082314], [1.267389, -1.433530, -1.454461], [2.340831, -1.323237, 0.826113], [0.107419, -2.911619, 1.447235], [-0.299336, -1.257992, 1.019446], [-0.756544, -2.535660, -0.088857], [1.781564, -3.094188, -0.212824], [2.237516, -1.382456, -1.949336], [0.883031, -0.413414, -1.379652], [0.573301, -1.994139, -2.084700], [2.459928, -1.838208, 1.781794], [3.337633, -1.218018, 0.391579], [1.961178, -0.315908, 1.017891]], "forces_ev_per_a": [[-0.27, 0.09, -0.22], [0.14, -0.05, -0.08], [-0.06, 0.15, 0.28], [-0.08, -0.69, -0.02], [-0.01, -0.06, 0.11], [0.12, 0.04, -0.01], [0.08, -0.08, -0.09], [0.01, 0.31, 0.02], [0.02, 0.09, -0.06], [0.04, 0.21, 0.06], [0.26, 0.35, -0.02], [0.04, -0.09, 0.15], [-0.15, 0.01, 0.05], [0.11, -0.01, -0.01], [-0.22, -0.10, -0.04], [0.02, 0.01, -0.04], [-0.03, -0.27, 0.07], [-0.01, 0.03, -0.10], [0.00, -0.03, -0.04], [0.01, 0.05, 0.05], [0.09, 0.01, -0.07], [-0.05, 0.08, 0.04], [-0.06, -0.04, -0.08], [0.00, 0.00, 0.05]]}

---

(3)
{"formula": "C7H16O", "method": "ωB97M-V with the def2-TZVPD basis set", "largest_force_ev_per_a": 0.62, "homo_ev": -8.79, "lumo_ev": 0.9, "total_energy_ha": -351.49896, "e_above_lowest_ev": 1.497, "mol_weight_g_mol": 116.2, "orbital_gap_ev": 9.732, "elements": ["C", "C", "C", "C", "C", "H", "H", "H", "H", "H", "H", "H", "H", "H", "H", "O", "C", "C", "H", "H", "H", "H", "H", "H"], "coordinates": [[-0.993578, -1.436383, 1.163947], [-0.641749, -0.217768, 1.606744], [-0.157378, -2.684045, 1.112097], [-1.625414, 0.924153, 1.581361], [0.712271, 0.145783, 2.157808], [-2.020259, -1.546118, 0.790470], [0.861122, -2.512773, 1.499302], [-0.082826, -3.035271, 0.069175], [-0.635156, -3.473771, 1.715982], [-1.787035, 1.306509, 2.603262], [-1.235521, 1.744972, 0.956189], [-2.595705, 0.598868, 1.169877], [0.597601, 0.509722, 3.192698], [1.410150, -0.708362, 2.160549], [1.148004, 0.954155, 1.546843], [0.939063, 1.759152, -2.150242], [-0.259540, 1.493192, -2.851137], [1.842193, 0.679798, -2.284463], [-0.927032, 2.360800, -2.715785], [-0.767162, 0.594657, -2.461826], [-0.077184, 1.354552, -3.930093], [1.424408, -0.253508, -1.870923], [2.114373, 0.506396, -3.339189], [2.756355, 0.935291, -1.722645]], "forces_ev_per_a": [[-0.08, 0.56, 0.10], [-0.17, -0.56, -0.22], [0.13, 0.12, 0.08], [-0.18, -0.08, -0.10], [0.11, -0.24, -0.04], [0.33, 0.02, 0.12], [-0.44, -0.19, -0.20], [0.02, -0.03, 0.39], [0.24, 0.16, -0.28], [0.04, 0.00, -0.35], [-0.16, -0.16, 0.27], [0.36, 0.18, 0.18], [0.15, -0.03, -0.33], [-0.27, 0.46, 0.04], [-0.07, -0.20, 0.29], [-0.08, -0.35, -0.21], [-0.33, 0.32, 0.04], [0.39, 0.05, 0.23], [0.31, -0.36, -0.04], [0.15, 0.15, -0.05], [0.01, 0.01, 0.22], [0.02, 0.20, -0.08], [-0.10, 0.05, 0.19], [-0.41, -0.08, -0.24]]}

---

(4)
{"formula": "C7H16O3", "method": "ωB97M-V with the def2-TZVPD basis set", "largest_force_ev_per_a": 5.40, "homo_ev": -8.22, "lumo_ev": 0.3, "total_energy_ha": -501.89789, "e_above_lowest_ev": 3.949, "mol_weight_g_mol": 148.2, "orbital_gap_ev": 8.493, "elements": ["C", "C", "C", "C", "C", "C", "C", "H", "H", "H", "H", "H", "H", "H", "H", "H", "H", "H", "H", "O", "H", "H", "O", "H", "H", "O"], "coordinates": [[2.106798, 1.922966, -0.130626], [1.610712, 2.547038, -1.251391], [1.275451, 0.021516, 1.231258], [1.089622, 1.109990, 0.529791], [-1.792693, -1.804177, 2.414327], [-1.033076, -0.689705, 1.831889], [0.304056, -0.758777, 1.980081], [3.183494, 2.131449, 0.132146], [0.507852, 2.571791, -1.561185], [2.305977, 2.846696, -2.010689], [2.258770, -0.167478, 1.397007], [-0.025199, 1.496055, 0.361281], [-2.295002, -1.354658, 3.357467], [-2.531042, -2.098189, 1.731339], [-1.142942, -2.585322, 2.789735], [-1.646880, 0.125124, 1.341495], [0.781456, -1.536339, 2.648907], [1.441965, -1.157054, -2.382127], [1.048901, -0.609494, -3.610233], [1.601184, -1.218062, -3.283070], [0.168686, -2.750309, -2.308248], [-0.718116, -3.040586, -1.209151], [-0.711571, -2.819921, -2.099642], [-2.755654, 2.034353, -0.089575], [-2.149645, 3.213981, -0.956509], [-2.883104, 2.569114, -0.854277]], "forces_ev_per_a": [[-1.24, 1.58, -2.28], [-0.09, -0.98, 0.57], [-1.51, 0.60, 1.14], [-2.70, 2.01, -0.24], [-0.68, 1.83, 3.19], [0.94, 0.12, 0.07], [0.03, -0.18, -0.61], [-1.29, -1.04, -0.13], [1.74, -0.37, 0.69], [0.19, 0.89, -0.12], [2.90, -1.11, 0.54], [2.47, -0.84, 0.20], [0.18, -0.98, -1.34], [-1.16, -0.94, -0.69], [-0.10, -0.31, -0.32], [1.25, -1.03, 0.26], [-0.95, 0.67, -0.98], [-0.12, 0.14, 2.88], [-3.26, 3.57, -2.40], [3.45, -3.60, -0.37], [3.30, 0.24, -1.24], [-0.28, -0.67, 2.63], [-3.09, 0.37, -1.44], [0.49, -0.32, 0.88], [-0.69, -0.87, 0.49], [0.21, 1.22, -1.36]]}